C5H12N2 | ωB97M-V with the def2-TZVPD basis set

The energy comes out at -8359.1944 eV. The energy above the lowest of the compared OMol25 structures with the same formula, charge and spin is 0.9418 eV. For the HOMO energy, the calculation gives -0.332 hartree. The SMILES is CCCC/N=C\N. As for the spin multiplicity: 1. For the frontier orbital gap, the calculation gives 0.36815 Ha. The value obtained for the LUMO energy is 0.98 eV.

Each line ends with the Mulliken charge.
Element x y z (Å)
1 C 2.255 1.084 -1.428  -1.13
2 C 1.633 1.028 -0.027  -0.43
3 C 0.801 -0.211 0.298  -0.60
4 C -0.623 -0.020 -0.272  -0.47
5 N -1.282 -1.315 -0.323  -0.52
6 C -2.242 -1.573 0.448  0.02
7 N -2.685 -0.954 1.604  -0.41
8 H 2.194 2.104 -1.801  0.29
9 H 3.294 0.761 -1.478  0.34
10 H 1.766 0.393 -2.122  0.31
11 H 2.429 1.186 0.697  0.37
12 H 0.996 1.911 0.081  0.29
13 H 0.735 -0.377 1.371  0.23
14 H 1.172 -1.073 -0.259  0.36
15 H -0.519 0.340 -1.293  0.34
16 H -1.162 0.710 0.336  0.26
17 H -2.655 -2.541 0.315  0.36
18 H -2.874 0.033 1.599  0.19
19 H -3.231 -1.486 2.253  0.21